[1]
# C58H53MnN6O3P

A structure of composition C58H53MnN6O3P in a non-equilibrium geometry (ωB97M-V with the def2-TZVPD basis set, OMol25).

```
122
Properties=species:S:1:pos:R:3
Mn 1.26084 0.96528 -0.32646
C -0.55054 -4.37199 0.60242
N 0.13555 -3.26938 -0.06285
C 0.13439 -1.98465 0.35430
N 0.67145 -1.18941 -0.58955
C 1.03705 -2.02166 -1.64837
C 0.64248 -3.32468 -1.33907
C 0.56653 -4.48753 -2.24798
C 1.12587 -5.76433 -2.08088
C 1.11651 -6.69106 -3.11311
C 0.65647 -6.30033 -4.36330
C 0.11650 -5.04756 -4.55382
C 0.05190 -4.15258 -3.51057
C 1.96271 -1.55558 -2.69566
C 2.96671 -2.40825 -3.17117
C 4.00553 -1.88629 -3.95811
C 4.05991 -0.55554 -4.34939
C 3.04433 0.27273 -3.90356
C 1.99372 -0.19803 -3.11255
P -0.29452 -1.62915 2.07908
C -1.27887 -0.16821 1.77202
N -0.89044 0.84887 0.99075
C -1.87924 1.79747 1.15554
C -2.90367 1.29861 1.95373
N -2.50628 0.06209 2.33813
C -3.39563 -0.94947 2.92733
C -4.21515 1.89921 2.21422
C -4.30815 3.13124 2.84991
C -5.51884 3.78681 2.93355
C -6.66217 3.23698 2.37179
C -6.56558 2.01434 1.69180
C -5.34259 1.36365 1.57755
C -1.74916 3.18237 0.65762
C -1.18660 4.20154 1.47431
C -1.27609 5.52765 0.96536
C -1.81201 5.85595 -0.27183
C -2.20505 4.82143 -1.09397
C -2.29502 3.52951 -0.59914
C 1.29947 -0.84121 2.46216
N 1.82068 0.27829 1.86462
C 2.95121 0.64772 2.51665
C 3.17552 -0.26206 3.53703
N 2.13703 -1.12736 3.46458
C 1.65967 -2.08932 4.45263
C 4.19947 -0.37353 4.57938
C 3.85061 -0.10285 5.92901
C 4.81387 -0.03419 6.94034
C 6.18098 -0.16676 6.52980
C 6.50460 -0.58703 5.23302
C 5.52711 -0.64788 4.24476
C 3.93758 1.74515 2.00365
C 4.13275 2.28373 0.73472
C 4.84201 3.48043 0.48672
C 5.68657 3.89538 1.47247
C 5.52076 3.53562 2.78141
C 4.53075 2.50122 2.95662
H -0.69611 -4.12747 1.64316
H -1.52615 -4.51135 0.10910
H 0.04599 -5.27980 0.58820
H 1.57671 -6.02935 -1.12379
H 1.39650 -7.71880 -2.92011
H 0.66405 -7.01093 -5.19643
H -0.27546 -4.79302 -5.52556
H -0.41223 -3.17167 -3.60684
H 3.03572 -3.46877 -2.92119
H 4.77156 -2.57462 -4.27430
H 4.89380 -0.20128 -4.91919
H 3.00451 1.31075 -4.15284
H 1.20546 0.50584 -2.85597
H -4.15444 -0.41675 3.52644
H -3.89367 -1.55363 2.15001
H -2.82074 -1.56526 3.60136
H -3.45515 3.58545 3.32349
H -5.57286 4.72375 3.45878
H -7.62509 3.75562 2.43567
H -7.46109 1.56334 1.29145
H -5.24598 0.43706 0.99285
H -0.83721 3.96472 2.44928
H -1.11419 6.32285 1.69421
H -1.99162 6.87197 -0.54740
H -2.54529 5.02481 -2.08342
H -2.77066 2.78328 -1.19042
H 2.50524 -2.70579 4.70695
H 1.27659 -1.57853 5.34476
H 0.83955 -2.67475 4.02466
H 2.80766 0.06476 6.22878
H 4.61270 0.12642 7.98883
H 6.99697 -0.03859 7.23499
H 7.53267 -0.85134 4.97293
H 5.80511 -0.87118 3.21857
H 11.66488 2.58392 7.52045
H 4.80495 4.00534 -0.43122
H 6.42863 4.62902 1.13563
H 6.10956 4.01834 3.61454
H 4.37294 2.16994 4.03277
O 2.10915 3.51001 -2.34249
H 2.45461 3.61790 -1.44743
H 1.49445 4.25369 -2.46047
O 3.26272 1.77025 -0.33567
C -6.22186 -1.15608 -5.59201
C -5.01351 -0.88866 -4.72059
C -5.02753 -1.30557 -3.38162
C -3.92261 -1.05456 -2.56301
C -3.90126 -1.56943 -1.12098
C -2.83718 -0.28956 -3.01904
C -1.72602 0.20497 -2.11910
O -0.96351 1.06372 -2.34350
C -2.81941 0.07912 -4.40766
C -1.63737 0.78949 -4.99152
C -3.88720 -0.26255 -5.21086
H -7.05657 -1.70240 -5.12003
H -5.89295 -1.74461 -6.44915
H -6.62217 -0.19778 -5.95747
H -5.88138 -1.84229 -2.98706
H -4.76189 -2.24185 -0.92716
H -4.02541 -0.75931 -0.40086
H -2.99964 -2.15142 -0.91289
H -1.72318 -0.37244 -1.04757
H -0.71122 0.23805 -4.84540
H -1.49882 1.81552 -4.60691
H -1.77234 0.84927 -6.07856
H -3.85523 0.06678 -6.25778
```

Properties
* HOMO energy (spin up / spin down): -9.4182 / -9.4591 eV
* total energy: -4288.25909 Ha
* net charge: +1
* 2S+1: 5
* strongest force on any atom: 6.3 eV/Å
* frontier orbital gap (spin up / spin down): 7.0 / 7.4 eV

[2]
# C58H55N7O4PRu

A structure of composition C58H55N7O4PRu (ωB97M-V with the def2-TZVPD basis set, OMol25).

```
126
Properties=species:S:1:pos:R:3
Ru -0.14836 -1.12177 1.02201
C 0.17266 -1.09940 4.51218
N -0.83274 -1.78509 3.67685
C -2.17522 -1.23002 3.85669
C -2.99490 -1.16528 2.60211
C -4.36085 -1.34323 2.66578
C -5.14429 -1.00901 1.56922
C -4.52709 -0.47449 0.45713
C -3.14908 -0.36671 0.45550
N -2.37296 -0.74322 1.48175
C -0.85098 -3.24532 3.80401
C -0.31999 -4.03485 2.63223
C 0.19324 -5.30294 2.86844
C 0.61137 -6.08020 1.80520
C 0.50882 -5.56066 0.52434
C 0.00594 -4.28841 0.37395
N -0.42080 -3.52599 1.40055
C 1.31021 -0.55803 3.68977
C 2.61657 -0.71767 4.01968
C 3.66394 -0.43210 3.00186
C 3.20933 0.64316 2.08855
C 1.88225 0.77963 1.84669
N 0.93342 0.04027 2.51232
H 0.55561 -1.74891 5.29933
H -0.30398 -0.25255 5.00347
H -2.07474 -0.19950 4.19165
H -2.73744 -1.75303 4.63550
H -4.81085 -1.69979 3.58552
H -6.21784 -1.14900 1.59707
H -5.08888 -0.16337 -0.41552
H -2.62866 0.05283 -0.38935
H -1.88476 -3.56742 3.94305
H -0.31675 -3.56006 4.70013
H 0.25958 -5.67064 3.88662
H 1.02312 -7.06893 1.97353
H 0.83031 -6.11990 -0.34446
H -0.03840 -3.83692 -0.60633
H 2.88133 -1.23906 4.93385
H 4.63963 -0.21501 3.43807
H 3.92612 1.20485 1.50176
H 1.50818 1.41186 1.05702
C -0.27695 -3.39280 -6.85260
O 0.09808 -2.77671 -5.61748
C 1.06521 -1.82282 -5.66371
C 1.77188 -1.45968 -6.79391
C 2.73061 -0.45004 -6.71840
C 2.95792 0.20327 -5.52539
C 2.23538 -0.15530 -4.38814
C 1.31120 -1.18636 -4.44415
N 0.50432 -1.63217 -3.35689
C 0.66922 -1.42921 -2.03827
N 1.95623 -1.28239 -1.64447
C 2.49274 -1.50953 -0.39087
C 1.75157 -1.86239 0.72996
C 2.43573 -2.31404 1.84121
C 3.82112 -1.82174 2.12121
C 4.59698 -1.59301 0.84378
C 3.94636 -1.47240 -0.32479
O 4.51326 -1.25517 -1.53076
C 5.94029 -1.22298 -1.58413
N -0.34658 -1.43981 -1.18894
C -1.66367 -1.53825 -1.78597
C -2.50216 -2.54667 -1.31218
C -3.79138 -2.72359 -1.78035
C -4.28791 -1.86406 -2.74771
C -3.48180 -0.84342 -3.22276
C -2.18150 -0.66435 -2.75722
O -1.45976 0.29629 -3.39053
C -0.85456 1.32844 -2.61166
H -1.09179 -4.06792 -6.61957
H 0.55543 -3.95847 -7.27128
H -0.61475 -2.64596 -7.57122
H 1.59000 -1.96018 -7.73615
H 3.28744 -0.17646 -7.60537
H 3.68568 1.00434 -5.46911
H 2.38479 0.40397 -3.47096
H -0.38360 -2.01544 -3.64110
H 2.64449 -1.29656 -2.38530
H 1.92554 -2.84541 2.63159
H 4.35149 -2.51024 2.78086
H 5.67784 -1.53016 0.89615
H 6.20332 -1.09419 -2.62642
H 6.35572 -2.15881 -1.20937
H 6.32684 -0.38621 -1.00034
H -2.13704 -3.18497 -0.52197
H -4.40604 -3.52261 -1.38321
H -5.29266 -1.98943 -3.13571
H -3.83159 -0.15643 -3.98601
H -1.62177 1.99026 -2.20365
H -0.22056 1.88870 -3.29558
H -0.25709 0.93969 -1.78960
O -0.82667 1.55627 0.64736
P -0.75452 3.05162 0.86310
C 0.69176 3.83706 0.11893
C 0.68386 4.17256 -1.23854
C 1.82593 4.67801 -1.84549
C 2.98378 4.86045 -1.10167
C 3.00316 4.53608 0.24967
C 1.86365 4.02619 0.85893
C -2.18228 3.92418 0.20501
C -2.14592 5.30218 -0.02835
C -3.28117 5.96276 -0.47824
C -4.45687 5.25410 -0.69549
C -4.50263 3.88785 -0.45221
C -3.36915 3.22566 -0.00201
C -0.71108 3.42530 2.61892
C -0.42441 4.69503 3.12231
C -0.47582 4.92201 4.48997
C -0.81626 3.88871 5.35669
C -1.10905 2.62495 4.85835
C -1.05259 2.39363 3.49003
H -0.22158 4.04941 -1.82113
H 1.80588 4.94708 -2.89492
H 3.86977 5.27150 -1.57170
H 3.90098 4.69831 0.83441
H 1.88131 3.79420 1.91821
H -1.23298 5.86390 0.13811
H -3.24861 7.03067 -0.66011
H -5.34105 5.77152 -1.04990
H -5.42538 3.34025 -0.60827
H -3.40405 2.16714 0.20442
H -0.16124 5.50744 2.45257
H -0.25506 5.90708 4.88304
H -0.86071 4.07383 6.42343
H -1.39120 1.83071 5.54266
H -1.27542 1.42167 3.06267
```

Properties
* HOMO energy (spin up / spin down): -11.1391 / -12.2602 eV
* total energy: -3363.11849 Ha
* net charge: +2
* 2S+1: 6
* strongest force on any atom: 0.8 eV/Å
* frontier orbital gap (spin up / spin down): 6.5 / 5.5 eV

How do the records compare in energy above the lowest of the compared OMol25 structures with the same formula, charge and spin? In the order shown, they have 129.1, 269.4 kJ/mol.